{
  "formula": "C3H9N3S",
  "method": "the ωB97M-V functional and the def2-TZVPD basis",
  "symbols": ["C", "C", "C", "N", "S", "N", "N", "H", "H", "H", "H", "H", "H", "H", "H", "H"],
  "xyz": [[-0.39652, -1.84647, 1.32488], [-0.11998, -0.32124, 1.41673], [-0.39815, 0.06954, 0.02047], [0.42731, 0.13417, -0.94189], [2.17008, 0.15935, -0.33804], [-1.78222, 0.46983, -0.00291], [-2.22183, 1.25549, -1.22120], [-0.70184, -2.35451, 2.36310], [-1.51214, -1.85357, 0.66585], [0.51976, -2.45978, 1.00095], [-0.70240, 0.02864, 2.27737], [1.11329, -0.13755, 1.39995], [2.71110, 1.18499, -1.12185], [-2.27654, -0.07099, 0.70088], [-1.38946, 2.09151, -1.33336], [-1.95788, 0.59435, -1.95474]],
  "forces_ev_per_angstrom": [[-2.5, -1.7, 1.2], [4.1, -2.1, 0.0], [-2.9, 2.1, 1.8], [1.7, 1.1, 0.0], [-0.6, 0.3, -1.6], [3.5, 0.9, -2.6], [2.6, 0.6, 1.5], [0.7, 1.3, -2.1], [3.6, -1.1, 1.5], [-1.9, 0.9, -0.4], [0.4, 0.8, -0.7], [-3.4, -0.3, 1.5], [-1.0, -0.9, 0.4], [-1.2, 0.9, -0.9], [-2.9, -3.1, 0.7], [-0.2, 0.4, -0.2]],
  "homo_lumo_gap_ev": 9.5319,
  "largest_force_ha_per_bohr": 0.0893,
  "smiles": "CC/C(=N\\S)NN",
  "mol_weight_g_mol": 119.2,
  "de_lowest_kcal_mol": 112.3
}

***

{
  "formula": "C7H18Si3",
  "method": "the ωB97M-V functional and the def2-TZVPD basis",
  "symbols": ["C", "C", "C", "C", "C", "C", "C", "Si", "Si", "Si", "H", "H", "H", "H", "H", "H", "H", "H", "H", "H", "H", "H", "H", "H", "H", "H", "H", "H"],
  "xyz": [[1.31342, -0.56123, 0.11144], [0.72206, 0.64731, -0.04959], [0.43073, -1.80993, 0.27470], [-1.06162, -1.68851, 0.37285], [-0.75831, 0.79130, 0.06603], [-2.01116, -1.99312, -0.72540], [-1.37385, 1.02477, -1.25246], [3.19122, -0.91029, 0.44209], [1.66067, 2.19124, -0.38858], [-1.65627, 1.43367, 1.50156], [0.60655, -2.38831, -0.61608], [0.71797, -2.28046, 1.24827], [-1.35967, -1.81925, 1.43027], [-1.48964, -1.96680, -1.73397], [-2.72972, -1.11806, -0.92375], [-2.54447, -2.90207, -0.54041], [-2.45496, 1.01554, -1.14069], [-1.25726, 0.18660, -2.03384], [-0.93838, 1.84617, -1.82278], [3.66251, -1.77449, -0.65746], [2.79812, -1.63770, 1.77035], [4.06489, 0.23501, 0.75906], [2.29605, 3.04230, 0.55522], [0.91383, 3.17982, -1.25062], [2.94658, 1.96883, -1.10693], [-3.19030, 1.23706, 1.76973], [-1.78268, 2.96427, 1.28922], [-0.71634, 1.08635, 2.65178]],
  "forces_ev_per_angstrom": [[0.2, 1.0, -0.1], [-0.5, -1.1, 1.4], [-0.4, 0.1, 0.7], [0.7, 3.1, 1.0], [0.5, -2.6, -1.0], [0.3, 2.2, -1.7], [-0.8, -1.7, -2.0], [-2.1, -0.5, 1.0], [0.8, 0.9, -1.8], [-0.4, 1.5, 1.2], [0.7, -0.9, -0.1], [0.3, -0.2, -1.1], [-0.5, 0.2, -0.8], [-0.3, -0.7, 1.2], [0.5, -1.4, 0.8], [-0.4, -0.6, -0.2], [-0.3, 0.9, -0.3], [0.3, 0.7, 1.3], [-0.5, 0.6, 0.4], [0.3, -0.1, 0.2], [1.1, 0.3, -1.0], [-0.1, 0.0, -0.2], [-0.1, 0.5, 1.7], [-0.1, -0.6, 0.3], [-0.2, -0.6, -0.4], [1.4, -0.6, -0.4], [0.4, -0.7, 0.3], [-0.8, 0.3, -0.2]],
  "homo_lumo_gap_ev": [7.7665, 7.9933],
  "largest_force_ha_per_bohr": 0.0645,
  "mol_weight_g_mol": 186.5,
  "de_lowest_kcal_mol": 0.0
}

***

{
  "formula": "C21H48F3N12O9S4",
  "method": "the ωB97M-V functional and the def2-TZVPD basis",
  "symbols": ["C", "C", "C", "C", "N", "C", "C", "C", "C", "S", "O", "O", "N", "S", "O", "O", "C", "C", "C", "F", "C", "F", "F", "C", "S", "S", "C", "C", "C", "H", "H", "H", "H", "H", "H", "H", "H", "H", "H", "H", "H", "H", "H", "H", "H", "H", "H", "H", "H", "H", "H", "H", "H", "H", "H", "H", "H", "C", "O", "N", "N", "H", "H", "H", "H", "C", "O", "N", "N", "H", "H", "H", "H", "C", "O", "N", "N", "H", "H", "H", "H", "C", "O", "N", "N", "H", "H", "H", "H", "C", "O", "N", "N", "H", "H", "H", "H"],
  "xyz": [[-3.31404, 3.64390, 0.89426], [-3.63580, 4.68611, -0.18871], [-4.03236, 4.11439, -1.58981], [-3.79930, 2.61173, -1.82112], [-2.38498, 2.17411, -1.74210], [-1.59133, 2.60870, -2.90928], [-0.85891, 3.93632, -2.52368], [0.67363, 3.86650, -2.71661], [1.20716, 2.75132, -1.79995], [2.98678, 2.85492, -1.48811], [3.38361, 4.20753, -1.83727], [3.71535, 1.90442, -2.28590], [3.17700, 2.72943, 0.12082], [2.96210, 1.21504, 0.67957], [1.68927, 0.60937, 0.29345], [4.03452, 0.31296, 0.32641], [2.98192, 1.43680, 2.47538], [2.02760, 0.46370, 3.19380], [0.91296, 1.18192, 3.87695], [1.17058, 1.66789, 5.12862], [-0.30783, 1.40470, 3.36726], [-0.79790, 2.59796, 3.16234], [-1.12041, 0.43102, 3.05582], [-2.35413, 0.77724, -1.53789], [-2.43748, 0.22421, -0.00064], [-2.26478, -0.37827, -2.89221], [-1.25166, -1.74346, -2.23511], [0.24626, -1.32138, -2.21082], [0.82460, -1.37224, -3.64941], [-3.18618, 4.13186, 1.86725], [-2.33099, 3.21809, 0.66715], [-4.01142, 2.80558, 0.93797], [-2.79924, 5.38066, -0.31768], [-4.49348, 5.27120, 0.17294], [-3.54234, 4.69755, -2.37681], [-5.11272, 4.26685, -1.71400], [-4.13537, 2.41020, -2.85953], [-4.45341, 2.00134, -1.19605], [-2.19836, 2.81793, -3.80374], [-0.85938, 1.83599, -3.13990], [-1.09173, 4.14159, -1.47239], [-1.27457, 4.78464, -3.08598], [1.08245, 4.83190, -2.41276], [0.87910, 3.66748, -3.77413], [0.69693, 2.84640, -0.83717], [0.98485, 1.75471, -2.18488], [2.61831, 2.45507, 2.65752], [4.01753, 1.37114, 2.80743], [2.61108, -0.05006, 3.96736], [1.60141, -0.31160, 2.54872], [-1.53986, -2.02311, -1.21943], [-1.33403, -2.60493, -2.90508], [0.82429, -1.98586, -1.56560], [0.29897, -0.30506, -1.81402], [1.44386, -2.26601, -3.78204], [1.48537, -0.51324, -3.80735], [0.03663, -1.41345, -4.40768], [-1.29156, -5.71483, -3.27198], [-0.42199, -4.87067, -3.39458], [-2.53204, -5.42093, -2.77408], [-1.10458, -7.02079, -3.61656], [-3.26130, -6.09892, -2.66394], [-2.70619, -4.46830, -2.50728], [-0.20607, -7.27219, -3.98387], [-1.80475, -7.73391, -3.52094], [6.46303, 4.01326, 1.82280], [6.01455, 2.91381, 2.06424], [7.71599, 4.41383, 2.22670], [5.75145, 4.93846, 1.12137], [8.10055, 5.31792, 2.03177], [8.26301, 3.75089, 2.74254], [4.83251, 4.66234, 0.80338], [6.09139, 5.85417, 0.89982], [-1.10668, -10.51697, -1.97177], [-1.43300, -10.06899, -3.05768], [-2.00276, -11.09572, -1.11880], [0.17860, -10.47586, -1.51971], [-1.75651, -11.46897, -0.22200], [-2.95839, -11.14167, -1.42085], [0.86273, -10.05476, -2.12145], [0.46833, -10.83643, -0.63073], [-6.48549, 1.08912, 2.50193], [-6.32765, 1.15267, 1.29959], [-7.34973, 1.91051, 3.17692], [-5.81069, 0.19390, 3.28121], [-7.49218, 1.87510, 4.16796], [-7.85980, 2.58190, 2.63369], [-5.16490, -0.42013, 2.81698], [-5.92157, 0.12423, 4.27448], [4.75748, -1.62926, 4.93212], [3.54535, -1.65159, 4.82161], [5.38423, -1.54377, 6.14715], [5.58666, -1.68222, 3.85283], [6.37947, -1.52090, 6.25920], [4.79956, -1.49983, 6.96087], [5.15664, -1.73755, 2.94426], [6.58616, -1.66061, 3.91662]],
  "forces_ev_per_angstrom": [[1.1, 0.3, -0.4], [-0.6, -0.3, -0.1], [0.0, -0.2, 0.6], [-0.3, 0.7, -0.8], [-0.7, -1.3, -1.5], [0.3, 1.5, 0.5], [0.0, -0.2, -0.3], [-0.8, -0.3, 0.4], [-0.2, 0.3, -0.1], [1.1, 1.2, 0.1], [-0.5, 0.6, 0.5], [-0.6, -1.0, 0.0], [-0.6, -1.1, -0.3], [0.3, -0.6, -0.9], [-0.6, 0.9, 0.4], [0.7, 0.1, 0.6], [-0.8, 0.7, -0.3], [0.2, -1.1, 1.4], [0.1, -1.1, -0.1], [0.8, 1.7, -0.5], [1.3, -0.1, 0.5], [-1.5, 0.7, 1.0], [-0.5, -0.3, -1.8], [0.3, -0.6, 1.5], [-0.1, 0.0, -0.1], [0.1, 0.2, -0.2], [1.2, 0.1, 0.6], [-0.6, 0.0, -1.0], [0.5, 0.0, 0.5], [-0.4, -0.1, -0.1], [-0.2, -0.2, 0.1], [-0.1, 0.2, 0.1], [0.0, -0.1, 0.2], [0.2, 0.1, -0.2], [0.0, -0.1, 0.1], [0.2, -0.1, -0.1], [0.0, 0.0, 0.2], [0.4, 0.1, 0.3], [-0.1, -0.4, 0.2], [-0.1, 0.1, -0.1], [0.2, -0.1, -0.1], [0.1, -0.2, -0.1], [0.3, -0.2, -0.2], [0.3, 0.1, 0.2], [0.3, -0.1, 0.0], [0.2, 0.1, 0.1], [0.3, 0.0, -0.2], [-0.1, -0.1, -0.1], [-0.3, -0.1, -0.4], [0.2, 0.2, -0.2], [-0.5, 0.1, -0.2], [-0.3, 0.2, 0.0], [-0.2, 0.1, 0.1], [0.2, -0.2, 0.2], [-0.2, 0.1, 0.0], [-0.2, -0.1, -0.2], [0.1, 0.2, 0.1], [0.0, -0.1, 0.0], [0.0, 0.0, 0.0], [-0.1, 0.2, 0.1], [0.0, 0.0, -0.1], [0.0, 0.0, 0.0], [0.0, 0.0, 0.0], [0.0, 0.0, 0.0], [0.1, -0.1, 0.0], [-0.4, 0.3, -0.4], [0.3, -0.4, 0.5], [0.2, 0.0, 0.2], [-0.2, 0.1, 0.1], [-0.1, 0.0, 0.0], [0.0, 0.0, 0.0], [0.1, -0.2, -0.2], [0.0, -0.1, 0.0], [0.1, 0.0, 0.1], [-0.1, 0.1, -0.1], [-0.2, -0.1, 0.0], [0.2, 0.0, -0.1], [0.0, 0.0, 0.0], [0.0, 0.0, 0.0], [0.0, 0.0, 0.0], [0.0, 0.0, 0.0], [0.2, -0.1, 0.1], [-0.1, 0.1, -0.2], [-0.2, 0.1, 0.0], [0.0, -0.2, 0.0], [0.1, 0.0, 0.0], [0.1, 0.0, 0.0], [0.0, 0.1, 0.0], [0.0, 0.1, 0.0], [0.1, 0.0, -0.3], [0.1, -0.3, 0.3], [0.0, 0.0, 0.3], [0.0, -0.2, -0.1], [0.0, 0.0, -0.1], [0.0, 0.0, -0.1], [0.0, 0.1, 0.0], [0.0, 0.1, 0.0]],
  "homo_lumo_gap_ev": 6.8621,
  "largest_force_ha_per_bohr": 0.0409,
  "total_charge": -1,
  "mol_weight_g_mol": 798.0
}

***

{
  "formula": "C4H10N2",
  "method": "the ωB97M-V functional and the def2-TZVPD basis",
  "symbols": ["C", "C", "C", "C", "N", "N", "H", "H", "H", "H", "H", "H", "H", "H", "H", "H"],
  "xyz": [[3.07506, 0.22074, -0.76421], [-2.31168, -1.04711, 0.60918], [-2.01290, -0.58251, -0.67418], [0.58228, 0.64675, 1.04033], [-2.11015, 0.67914, -1.06077], [2.86028, -0.75388, 0.10604], [3.78985, 0.09698, -1.49348], [2.49847, 1.15725, -0.76742], [-2.24085, -2.10617, 0.82531], [-2.69679, -0.35803, 1.37308], [-0.03182, 0.12635, 1.72515], [-0.00091, 1.49665, 0.54585], [-1.65769, -1.36830, -1.37130], [-2.11635, 0.77309, -2.06176], [0.95517, -0.02947, 0.34541], [1.41802, 1.04851, 1.62278]],
  "forces_ev_per_angstrom": [[-2.5, -3.9, 5.2], [0.1, 0.7, 0.1], [0.4, 0.0, -0.7], [-0.5, 2.9, 0.7], [-0.7, -0.7, 1.4], [0.9, 4.0, -3.8], [1.9, -0.3, -1.8], [-0.1, 0.0, 0.1], [0.0, 0.1, 0.0], [0.2, -0.4, -0.4], [-0.9, -0.4, 0.7], [0.6, -1.2, 0.5], [-0.4, 0.4, 0.1], [0.6, -0.1, -0.5], [0.5, -1.1, -1.4], [-0.1, 0.1, -0.3]],
  "homo_lumo_gap_ev": 2.8411,
  "largest_force_ha_per_bohr": 0.1356,
  "mol_weight_g_mol": 86.1,
  "de_lowest_kcal_mol": 193.2
}

***

{
  "formula": "C4H8NO2",
  "method": "the ωB97M-V functional and the def2-TZVPD basis",
  "symbols": ["N", "C", "O", "C", "C", "C", "O", "H", "H", "H", "H", "H", "H", "H", "H"],
  "xyz": [[0.83259, 0.67373, -1.50015], [-0.49949, 0.85571, -1.39767], [-1.21038, 1.28162, -2.29786], [-1.04625, 0.45970, -0.03779], [-0.07086, 0.16295, 1.10005], [0.56497, -1.25382, 1.03146], [1.38656, -1.38624, -0.02303], [1.19038, 0.76629, -2.44567], [1.26743, -0.08474, -0.93665], [-1.67191, 1.29336, 0.29816], [-1.70243, -0.39379, -0.18610], [0.80694, 0.80377, 1.23431], [-0.65917, 0.19696, 2.03607], [1.06748, -1.36507, 2.03932], [-0.25585, -2.01044, 1.08557]],
  "forces_ev_per_angstrom": [[0.1, 0.8, -1.3], [0.8, -0.6, 0.4], [-0.4, 0.3, -0.2], [0.2, 0.9, 0.4], [-0.1, -1.2, 0.7], [0.1, 0.4, 0.5], [0.4, -0.4, -0.2], [-0.2, 0.1, 0.2], [0.0, -0.8, 0.8], [-0.2, 0.0, -0.3], [-0.1, -0.2, 0.0], [-0.4, 0.5, -0.4], [0.2, 0.1, -0.1], [0.0, -0.1, -0.2], [-0.2, 0.0, -0.2]],
  "homo_lumo_gap_ev": 7.4608,
  "largest_force_ha_per_bohr": 0.0299,
  "total_charge": -1,
  "smiles": "NC(=O)CCC[O-]",
  "mol_weight_g_mol": 102.1,
  "de_lowest_kcal_mol": 24.2
}

***

{
  "formula": "C4H6O2",
  "method": "the ωB97M-V functional and the def2-TZVPD basis",
  "symbols": ["C", "C", "C", "C", "O", "O", "H", "H", "H", "H", "H", "H"],
  "xyz": [[-1.07392, -0.66511, -0.15251], [-0.31711, 0.72569, 0.14487], [1.09791, 0.56817, 0.19301], [2.14274, -0.20800, 0.15916], [-2.41954, -0.38757, -0.30181], [-1.04195, 1.60176, 0.66925], [-2.55008, 0.51112, 0.06754], [-0.88567, -1.30615, 0.71641], [-0.68234, -1.15261, -1.04920], [0.53155, 1.37921, -0.80363], [2.08649, -1.23381, 0.50753], [3.11190, 0.16730, -0.15062]],
  "forces_ev_per_angstrom": [[0.3, 1.3, -1.0], [-1.9, -2.5, 3.6], [-3.1, 1.8, -2.5], [0.9, 0.1, 0.0], [-0.4, 0.1, -0.1], [1.2, -0.6, -0.9], [0.1, -0.3, 0.0], [0.3, 0.2, 0.1], [0.0, 0.0, 0.1], [2.8, -0.1, 0.6], [0.1, 0.2, 0.8], [-0.2, -0.3, -0.7]],
  "homo_lumo_gap_ev": 8.9755,
  "largest_force_ha_per_bohr": 0.0928,
  "mol_weight_g_mol": 86.1,
  "de_lowest_kcal_mol": 114.2
}